C6HO6Zr as an isolated structure, computed with wB97M-V/def2-TZVPD.

Geometry as XYZ:
```
14
Properties=species:S:1:pos:R:3:forces:R:3
O -1.822414 0.130598 -3.896954 1.4 2.0 2.0
C -1.313991 0.804276 -3.128394 -1.2 -2.1 -1.6
Zr 0.894795 1.138633 0.361515 -1.9 -1.0 -1.3
O -2.305934 -0.739073 0.097684 4.1 3.9 0.9
C -1.441493 0.047908 0.242621 -5.5 -8.9 -3.3
C 0.568852 -0.454174 2.415364 -0.1 -3.0 2.7
O 0.570718 -1.386214 3.073971 -0.2 3.2 -2.1
C 2.830351 -1.205055 0.891719 1.3 1.0 -0.9
O 3.858685 -1.220536 0.440139 -0.9 -0.4 0.6
C 0.440486 -0.978848 -0.788777 1.6 -4.7 -1.4
O 0.417889 -2.098326 -1.046988 -0.3 4.5 0.8
H 1.230034 2.560724 -0.772048 -0.1 -0.5 0.8
O -2.463140 1.984293 1.229568 4.6 -3.7 -2.2
C -1.464838 1.415793 0.880580 -2.8 9.6 4.9
```
Forces are in eV/Å.

Computed properties:
**Orbital gap (alpha / beta)**: 0.232 / 0.232 hartree
**Charge**: +3
**LUMO energy (alpha / beta)**: -17.6009 / -17.6058 eV
**DFT total energy**: -726.11222 Ha
**Relative energy (zero: lowest compared OMol25 entry of this formula, charge and spin)**: 48.4 kJ/mol